Here is 2 unconnected molecules or ions with the total composition C5H14NO2 from OMol25. Energies are from ωB97M-V/def2-TZVPD.

```
22
Properties=species:S:1:pos:R:3:lowdin_charge:R:1
C -1.189 -1.070 -1.269 -0.072
C -0.240 0.199 -1.210 -0.429
C 1.163 -0.485 -0.691 -0.168
C 1.640 0.093 0.650 -0.207
C 0.858 -0.761 1.714 -0.474
O -0.483 -0.632 1.877 -0.340
N -0.037 0.729 -2.464 -0.004
H -1.203 -1.363 -0.210 0.062
H -2.212 -0.854 -1.304 0.037
H -0.854 -1.826 -1.905 0.042
H -0.590 0.926 -0.483 0.081
H 0.955 -1.596 -0.720 0.099
H 2.033 -0.147 -1.300 0.083
H 1.535 1.194 0.687 0.107
H 2.669 -0.154 0.931 0.080
H 0.926 -2.028 1.531 0.128
H 1.420 -0.710 2.563 0.016
H -0.785 1.251 -2.823 0.042
H 0.886 1.186 -2.593 0.075
H -1.156 0.823 1.703 0.021
H -1.413 2.203 1.863 -0.045
O -1.434 1.649 1.141 -0.135
```

Output
Orbital gap = 0.2580 Eh
Total charge = -1
E_HOMO = -2.91 eV
ΔE to the lowest compared entry with this formula, charge and spin = 2.363 eV


Here is 2 unconnected molecules or ions with the total composition C5H14NO2 from OMol25. Energies are from ωB97M-V/def2-TZVPD.

```
22
Properties=species:S:1:pos:R:3:lowdin_charge:R:1
C 1.063 2.440 0.329 -0.212
O -0.368 2.182 0.247 -0.111
C 1.728 1.446 1.299 -0.175
C 1.718 0.011 0.761 -0.166
C 0.361 -0.560 0.396 -0.056
C 0.179 -1.718 -0.192 -0.072
N -1.185 -2.264 -0.441 0.186
H 1.335 2.309 -0.722 0.124
H 1.209 3.475 0.623 0.119
H -0.861 2.672 0.904 0.086
H 2.777 1.755 1.315 0.119
H 1.333 1.634 2.296 0.119
H 2.459 -0.003 -0.035 0.127
H 2.012 -0.679 1.562 0.129
H -0.417 0.079 0.794 0.116
H 0.910 -2.454 -0.473 0.128
H -1.089 -3.279 -0.527 0.168
H -1.659 -1.966 -1.304 0.104
H -1.905 -2.198 0.280 0.174
H -4.008 -0.865 -2.332 0.090
H -2.454 -0.730 -2.564 0.044
O -3.137 -1.288 -2.216 -0.040
```

Output
Orbital gap = 0.3748 Eh
Total charge = +1
E_HOMO = -13.36 eV
ΔE to the lowest compared entry with this formula, charge and spin = 2.185 eV